C24H21N2O4W | ωB97M-V/def2-TZVPD

Net charge: -1
Highest occupied orbital energy, eV: -3.41
Spin multiplicity: 1
E, eV: -38226.2096
Kohn-Sham gap, Ha: 0.193

Geometry (Å):
W 0.71 -0.39 0.86
O -1.13 0.36 1.55
C -0.97 1.55 2.11
C -1.98 2.52 2.10
C -1.75 3.79 2.62
C -0.53 4.12 3.17
C 0.48 3.16 3.20
C 0.28 1.89 2.68
C 1.33 0.86 2.61
N 0.98 -0.45 2.91
C 2.03 -1.34 3.39
C 2.19 -2.51 2.41
N 1.20 -2.35 1.33
C 0.90 -3.45 0.71
C -0.07 -3.59 -0.31
C -0.43 -4.88 -0.75
C -1.42 -5.07 -1.69
C -2.08 -3.95 -2.22
C -1.73 -2.68 -1.83
C -0.72 -2.46 -0.89
O -0.36 -1.27 -0.58
H -2.93 2.27 1.65
H -2.54 4.54 2.58
H -0.34 5.11 3.57
H 1.45 3.40 3.62
H 2.31 1.18 2.95
H 1.74 -1.73 4.37
H 2.98 -0.81 3.51
H 2.06 -3.47 2.91
H 3.19 -2.51 1.97
H 1.38 -4.36 1.06
H 0.07 -5.74 -0.32
H -1.68 -6.06 -2.01
H -2.87 -4.09 -2.95
H -2.23 -1.81 -2.25
O 1.13 3.37 -0.85
C 0.51 2.34 -1.09
O 0.38 1.34 -0.30
C -0.22 2.22 -2.42
C -0.58 3.37 -3.12
C -1.23 3.27 -4.34
C -1.51 2.02 -4.88
C -1.13 0.87 -4.19
C -0.50 0.98 -2.96
H -0.34 4.33 -2.69
H -1.53 4.17 -4.87
H -2.01 1.94 -5.84
H -1.33 -0.10 -4.62
H -0.22 0.10 -2.40
C 2.61 -0.11 0.25
H 2.94 0.85 -0.14
H 3.49 -0.74 0.41

natural (NBO) population analysis, charges in e, atoms 1 to 4: 1.664, -0.756, 0.437, -0.313

---

C6H16N2 | ωB97M-V/def2-TZVPD

Highest occupied orbital energy, eV: -9.01
Spin multiplicity: 1
E, eV: -9461.0976
Kohn-Sham gap, Ha: 0.373

Geometry (Å):
C 0.34 1.87 1.54
C 0.33 0.34 1.65
C 0.13 -0.13 3.09
C -0.76 -0.17 0.71
C -0.52 0.19 -0.79
N -0.87 -0.97 -1.63
C -0.32 -0.93 -2.97
N 1.14 -0.87 -3.02
H -0.64 2.28 1.79
H 0.96 2.45 2.24
H 0.61 2.35 0.59
H 1.31 0.09 1.23
H -0.37 -1.09 3.04
H -0.29 0.65 3.72
H 1.10 -0.30 3.54
H -0.82 -1.27 0.76
H -1.72 0.21 1.03
H -1.25 0.94 -1.01
H 0.54 0.46 -0.85
H -0.53 -1.80 -1.15
H -0.68 -0.02 -3.45
H -0.72 -1.83 -3.44
H 1.46 -0.73 -3.97
H 1.58 -1.71 -2.65

natural (NBO) population analysis, charges in e, atoms 1 to 4: -0.621, -0.227, -0.612, -0.383

---

CHCl2OPS | ωB97M-V/def2-TZVPD

Highest occupied orbital energy, eV: -9.86
Spin multiplicity: 1
E, eV: -48269.2336
Kohn-Sham gap, Ha: 0.315

Geometry (Å):
O -3.86 0.87 -0.92
P -3.49 0.14 0.25
Cl -3.75 -1.81 -0.04
S -0.81 -2.23 1.13
C 0.34 -1.35 0.45
Cl -0.14 0.32 -0.27
H 1.33 -1.46 0.03

natural (NBO) population analysis, charges in e, atoms 1 to 4: -0.992, 1.318, -0.335, 0.184

---

C35H37NO3P2Sn | ωB97M-V/def2-TZVPD

Net charge: +2
Highest occupied orbital energy (spin up / spin down), eV: -13.28 / -13.28
Spin multiplicity: 1
E, eV: -68912.7701
Kohn-Sham gap (spin up / spin down), Ha: 0.169 / 0.150

Geometry (Å):
Sn 1.69 -1.02 2.51
C -2.45 0.13 6.62
C -2.71 0.03 5.30
C -3.20 1.09 4.35
C -2.04 1.80 3.63
C -1.04 2.57 4.47
C -1.12 2.84 5.78
C -2.32 2.73 6.67
C -2.50 1.37 7.42
C 2.63 0.42 3.94
H -2.18 -0.77 7.16
H -2.58 -0.95 4.84
H -3.90 1.80 4.80
H -3.72 0.53 3.53
H -1.44 1.03 3.11
H -2.43 2.46 2.84
H -0.10 2.80 3.93
H -0.23 3.25 6.26
H -3.26 2.96 6.17
H -2.26 3.49 7.46
H -1.78 1.27 8.24
H -3.49 1.43 7.93
H 3.05 -0.31 4.64
H 1.91 1.05 4.50
H 3.37 1.04 3.41
P 0.22 -2.26 -2.56
P 2.12 0.24 -3.04
C -0.47 -0.69 -3.24
C 0.36 0.34 -3.52
C -0.56 -3.36 -3.80
C -1.67 -3.02 -4.59
C -2.18 -3.92 -5.53
C -1.56 -5.16 -5.72
C -0.43 -5.48 -4.96
C 0.08 -4.59 -4.02
C -0.93 -2.44 -1.10
C -0.66 -1.54 -0.06
C -1.42 -1.59 1.11
C -2.47 -2.50 1.22
C -2.76 -3.38 0.17
C -1.96 -3.38 -0.98
C 2.76 0.99 -4.64
C 2.58 0.20 -5.79
C 2.97 0.67 -7.04
C 3.56 1.93 -7.17
C 3.74 2.72 -6.04
C 3.36 2.25 -4.77
C 2.14 1.74 -2.00
C 3.31 1.89 -1.22
C 3.47 3.02 -0.43
C 2.46 3.99 -0.40
C 1.29 3.84 -1.15
C 1.13 2.70 -1.95
H -1.56 -0.63 -3.42
H 0.03 1.28 -4.02
H -2.15 -2.04 -4.50
H -3.06 -3.64 -6.10
H -1.96 -5.85 -6.47
H 0.04 -6.46 -5.11
H 0.97 -4.85 -3.44
H 0.15 -0.82 -0.17
H -1.18 -0.91 1.94
H -3.07 -2.51 2.13
H -3.61 -4.06 0.24
H -2.17 -4.08 -1.79
H 2.09 -0.78 -5.69
H 2.81 0.04 -7.91
H 3.86 2.29 -8.16
H 4.18 3.71 -6.14
H 3.53 2.89 -3.90
H 4.08 1.12 -1.26
H 4.38 3.15 0.15
H 2.58 4.88 0.21
H 0.50 4.58 -1.14
H 0.21 2.57 -2.52
O 0.20 -1.56 6.35
N 0.74 -1.57 5.26
O 0.13 -0.97 4.16
O 1.88 -2.04 5.01

Mulliken population analysis, charges in e, atoms 1 to 4: 0.936, -0.255, 0.056, -0.895

---

Record-wise max |F| values, in eV Å⁻¹: 3.9, 2.1, 2.8, 3.2